C4H5N3 | ωB97M-V/def2-TZVPD

Properties
HOMO-LUMO gap	0.38630	Ha
relative energy (zero: lowest compared OMol25 entry of this formula, charge and spin)	2.2781	eV
lowest unoccupied orbital energy	0.2	eV
SMILES	[H]/N=C/C/N=C\C#N

CARTESIAN COORDINATES (ANGSTROEM)
N1 1.561 -0.557 2.062
N2 -1.410 -0.053 0.324
N3 0.678 1.307 -0.724
C1 0.431 0.187 -1.256
C2 -0.833 0.269 1.405
C3 0.513 -0.155 1.779
C4 -0.614 -0.746 -0.666
H1 -1.356 0.894 2.126
H2 0.955 -0.209 -2.134
H3 -0.085 -1.618 -0.249
H4 -1.269 -1.115 -1.463
H5 1.429 1.798 -1.205